[1]
Formula: C19H22Cl45F2InNO3
Source: the OMol25 dataset
Level of theory: wB97M-V/def2-TZVPD

Element x y z (Å)
C1 4.9979 -2.9669 -0.6678
O1 4.4367 -1.8341 -1.3699
C2 3.3887 -1.1591 -0.6070
In1 1.9280 -2.6899 0.3037
N1 0.2014 -2.6735 -0.9782
C3 0.3133 -3.5875 -2.1062
O2 0.4983 -4.8167 -2.0690
F1 0.2453 -2.9673 -3.4085
C4 -1.0584 -2.8182 -0.2562
O3 -1.7454 -1.7715 -0.0950
F2 -1.5824 -4.0451 0.2294
H1 5.0573 -2.8287 0.4673
H2 6.0889 -3.0606 -1.0387
H3 4.4199 -3.9192 -0.9618
H4 3.7832 -0.4271 0.1791
H5 2.7935 -0.5291 -1.3697
H6 1.5247 -2.0706 1.9616
H7 2.6891 -4.2973 0.5247
C5 -1.9305 -5.8777 -4.0311
Cl1 -1.8112 -6.7083 -5.5878
Cl2 -2.4473 -4.2005 -4.2653
Cl3 -3.0398 -6.7257 -2.9455
H8 -0.9412 -5.8702 -3.5734
C6 2.1387 1.8937 -3.3707
Cl4 1.9320 2.9337 -1.9545
Cl5 3.8392 1.4449 -3.5708
Cl6 1.1259 0.4496 -3.2348
H9 1.8255 2.4491 -4.2523
C7 -0.5252 1.2316 2.1194
Cl7 0.8089 0.4015 2.9299
Cl8 -1.9140 1.3843 3.2072
Cl9 -0.0097 2.8242 1.5424
H10 -0.8275 0.6360 1.2586
C8 -0.1442 6.0842 -3.3379
Cl10 0.3101 4.6692 -4.2985
Cl11 -0.7081 5.5932 -1.7349
Cl12 1.2172 7.2065 -3.2019
H11 -0.9595 6.5950 -3.8461
C9 -6.5234 -4.4733 -1.9854
Cl13 -4.9514 -4.6411 -1.1954
Cl14 -7.6373 -5.7323 -1.4293
Cl15 -7.2003 -2.8680 -1.6870
H12 -6.3817 -4.5904 -3.0544
C10 -0.3427 1.8376 6.5274
Cl16 0.9940 1.0042 7.3325
Cl17 -1.7281 1.9905 7.6182
Cl18 0.1730 3.4299 5.9528
H13 -0.6475 1.2450 5.6664
C11 1.9966 -5.3803 -5.6745
Cl19 2.4292 -5.5550 -7.3827
Cl20 1.5301 -6.9399 -4.9842
Cl21 3.3328 -4.6743 -4.7580
H14 1.1433 -4.7078 -5.6041
C12 -6.1390 -2.7972 -5.7324
Cl22 -6.8780 -2.2739 -7.2517
Cl23 -6.5499 -1.6769 -4.4197
Cl24 -6.6499 -4.4444 -5.3371
H15 -5.0577 -2.7951 -5.8584
C13 -1.4522 5.9292 9.0096
Cl25 -0.4028 7.3156 8.6775
Cl26 -1.1748 5.3172 10.6463
Cl27 -3.1514 6.3695 8.7900
H16 -1.2088 5.1380 8.3020
C14 -10.3533 -1.1084 -5.1988
Cl28 -11.2723 -0.8372 -3.7113
Cl29 -11.1219 -2.3614 -6.1852
Cl30 -10.1984 0.3974 -6.1167
H17 -9.3543 -1.4497 -4.9273
C15 9.0202 -5.0418 -0.6101
Cl31 7.5445 -4.7219 0.3102
Cl32 8.6629 -6.0253 -2.0371
Cl33 9.8014 -3.5249 -1.0805
H18 9.7068 -5.5975 0.0254
C16 2.3430 10.1187 7.6416
Cl34 4.0695 10.1497 8.0225
Cl35 1.5307 11.5693 8.2728
Cl36 2.0970 9.9811 5.8949
H19 1.9044 9.2432 8.1208
C17 5.1933 13.7388 10.0674
Cl37 4.9081 14.2940 11.7241
Cl38 3.7878 12.8552 9.4555
Cl39 5.5774 15.1061 9.0112
H20 6.0463 13.0628 10.0755
C18 -6.7781 -5.7535 2.2958
Cl40 -5.2038 -5.9211 3.0845
Cl41 -7.8907 -7.0128 2.8530
Cl42 -7.4566 -4.1468 2.5967
H21 -6.6375 -5.8719 1.2223
C19 6.0014 -0.9718 -5.9129
Cl43 6.4524 -2.3923 -6.8686
Cl44 5.4400 -1.4538 -4.3084
Cl45 7.3657 0.1495 -5.7849
H22 5.1860 -0.4617 -6.4221

LUMO level = 1.35 eV
energy = -601808.0447 eV
2S+1 = 1
relative energy (zero: lowest compared OMol25 entry of this formula, charge and spin) = 171.7 kJ/mol
total charge = -1
max |F| = 5.3 eV Å⁻¹



[2]
Formula: C19H22FN2OS
Source: the OMol25 dataset
Level of theory: wB97M-V/def2-TZVPD

Element x y z (Å)
C1 0.5796 -2.1806 0.9813
O1 0.1491 -1.2750 -0.0164
C2 0.4031 0.0866 -0.2477
C3 1.7484 0.5780 0.2076
C4 2.9230 -0.0056 -0.2620
C5 4.1667 0.5263 0.0717
C6 4.2527 1.5950 0.9471
C7 3.0794 2.1022 1.5081
C8 1.8194 1.5861 1.1695
C9 0.0180 0.0874 -1.7018
N1 0.5202 0.8583 -2.6459
C10 1.5751 1.8436 -2.4678
C11 -0.0772 0.5751 -3.8593
C12 0.5552 1.0783 -5.0784
C13 -1.1457 -0.2473 -3.7412
C14 -1.9735 -0.8952 -4.7864
S1 -1.4554 -0.6563 -2.1023
H1 -0.2980 -2.2444 1.6109
H2 0.6985 -3.1255 0.4548
H3 1.5304 -2.0339 1.5351
H4 2.8694 -0.8742 -0.9165
H5 5.0645 0.0978 -0.3532
H6 5.2304 2.0177 1.1963
H7 3.1658 2.9309 2.2042
H8 0.8835 1.9456 1.6032
H9 1.5714 2.6110 -3.2393
H10 1.4496 2.3363 -1.5106
H11 2.5595 1.3865 -2.4609
H12 0.0823 0.5522 -5.9341
H13 0.3936 2.1665 -5.1795
H14 1.6439 0.8716 -5.0915
H15 -1.6350 -0.4980 -5.7478
H16 -1.8318 -1.9972 -4.7526
H17 -3.0459 -0.6707 -4.6179
F1 -0.5623 0.9177 0.2069
N2 -2.3338 -0.8119 3.7170
C15 -2.4711 0.0849 4.6700
C16 -3.3494 -0.1762 5.7429
C17 -4.0977 -1.3533 5.7113
C18 -4.0007 -2.2186 4.6206
C19 -3.1047 -1.8735 3.5944
H18 -1.8718 0.9919 4.6090
H19 -3.3814 0.5358 6.5662
H20 -4.7465 -1.6018 6.5477
H21 -4.5566 -3.1382 4.5488
H22 -2.9943 -2.4859 2.6885

LUMO level = -3.43 eV
energy = -38632.8847 eV
2S+1 = 1
total charge = +1
max |F| = 2.4 eV Å⁻¹



[3]
Formula: C19H22N2O3S
Source: the OMol25 dataset
Level of theory: wB97M-V/def2-TZVPD

Element x y z (Å)
C1 -4.6667 -1.7916 -1.2271
C2 -4.3280 -0.5392 -0.4304
N1 -2.8823 -0.3260 -0.4462
C3 -2.4221 1.0100 -0.5382
C4 -1.3541 1.2721 -1.3899
C5 -0.8347 2.5501 -1.4806
C6 -1.3789 3.5770 -0.7273
C7 -2.4482 3.3207 0.1142
C8 -2.9702 2.0430 0.2132
S1 -2.1513 -1.1114 0.8732
O1 -2.3698 -2.5183 0.7167
O2 -2.5888 -0.5043 2.1000
C9 -0.4255 -0.7401 0.6144
C10 0.1677 0.3001 1.3034
C11 1.4911 0.6009 1.0546
C12 2.2328 -0.1425 0.1322
C13 1.6091 -1.1705 -0.5932
C14 0.2777 -1.4599 -0.3280
C15 2.3203 -1.9335 -1.6786
C16 3.8068 -1.5965 -1.7569
C17 3.9893 -0.1053 -1.4993
N2 3.5665 0.1743 -0.1358
C18 4.5411 0.4957 0.7790
C19 4.2112 0.3674 2.2463
O3 5.6481 0.8222 0.4056
H1 -5.7411 -1.9570 -1.2157
H2 -4.3345 -1.6796 -2.2561
H3 -4.1662 -2.6484 -0.7866
H4 -4.6793 -0.6453 0.6034
H5 -4.8085 0.3356 -0.8767
H6 -0.9443 0.4649 -1.9770
H7 -0.0055 2.7462 -2.1442
H8 -0.9726 4.5747 -0.7983
H9 -2.8742 4.1185 0.7044
H10 -3.7868 1.8362 0.8874
H11 -0.4173 0.8608 2.0139
H12 1.9501 1.4382 1.5527
H13 -0.2290 -2.2554 -0.8523
H14 1.8398 -1.6843 -2.6300
H15 2.1790 -3.0044 -1.5212
H16 4.3624 -2.1504 -0.9980
H17 4.2072 -1.8658 -2.7341
H18 3.3831 0.4840 -2.1933
H19 5.0344 0.1948 -1.5860
H20 3.4112 -0.3422 2.4330
H21 5.1196 0.0447 2.7514
H22 3.9413 1.3377 2.6575

LUMO level = 0.45 eV
energy = -40018.2969 eV
2S+1 = 1
relative energy (zero: lowest compared OMol25 entry of this formula, charge and spin) = 154.3 kJ/mol
total charge = 0
max |F| = 1.1 eV Å⁻¹
SMILES = CCN(c1ccccc1)S(=O)(=O)c1ccc2c(c1)CCCN2C(C)=O



[4]
Formula: C19H22N2O5S
Source: the OMol25 dataset
Level of theory: wB97M-V/def2-TZVPD

Element x y z (Å)
C1 -3.7749 -1.7048 2.2275
O1 -3.5551 -0.7088 1.2592
C2 -2.4833 -0.8360 0.4125
C3 -1.5569 -1.8682 0.5115
C4 -0.4646 -1.9375 -0.3352
C5 -0.2748 -0.9530 -1.2958
C6 -1.1927 0.0712 -1.4140
C7 -2.3079 0.1420 -0.5849
O2 -3.1092 1.2286 -0.8050
C8 -4.4632 1.2179 -0.4046
C9 0.9648 -1.0734 -2.1276
N1 2.0906 -1.3314 -1.2424
C10 3.2065 -0.6045 -1.4057
O3 3.3964 0.1462 -2.3422
N2 4.1758 -0.7711 -0.3919
S1 3.8549 -0.0621 1.1275
O4 5.0388 0.6748 1.4485
O5 3.4376 -1.0807 2.0472
C11 2.4864 1.0308 0.7992
C12 1.2527 0.7766 1.3668
C13 0.1968 1.6238 1.0903
C14 0.3627 2.7118 0.2365
C15 -0.7951 3.6106 -0.0592
C16 1.6158 2.9453 -0.3199
C17 2.6841 2.1125 -0.0353
C18 1.9716 -2.4059 -0.2686
C19 0.5679 -3.0206 -0.2863
H1 -3.9261 -2.6873 1.7696
H2 -4.6849 -1.4071 2.7467
H3 -2.9514 -1.7582 2.9465
H4 -1.6761 -2.6307 1.2644
H5 -1.0668 0.8441 -2.1553
H6 -4.9655 0.3000 -0.7169
H7 -4.5686 1.3371 0.6753
H8 -4.9174 2.0693 -0.9117
H9 1.1808 -0.1570 -2.6779
H10 0.8658 -1.8971 -2.8479
H11 5.0644 -0.3962 -0.7012
H12 1.1430 -0.0722 2.0227
H13 -0.7698 1.4407 1.5339
H14 -1.1194 4.1144 0.8505
H15 -1.6351 3.0282 -0.4332
H16 -0.5287 4.3632 -0.7960
H17 1.7597 3.7870 -0.9805
H18 3.6618 2.2934 -0.4520
H19 2.1865 -2.0279 0.7314
H20 2.7190 -3.1742 -0.4984
H21 0.4574 -3.6531 -1.1726
H22 0.4455 -3.6504 0.5944

LUMO level = 0.54 eV
energy = -44112.6414 eV
2S+1 = 1
relative energy (zero: lowest compared OMol25 entry of this formula, charge and spin) = 191.9 kJ/mol
total charge = 0
max |F| = 0.9 eV Å⁻¹
SMILES = COc1cc2c(cc1OC)CN(C(=O)NS(=O)(=O)c1ccc(C)cc1)CC2



[5]
Formula: C19H22N2O6
Source: the OMol25 dataset
Level of theory: wB97M-V/def2-TZVPD

Element x y z (Å)
C1 4.3933 -0.3233 -2.2768
H1 5.4113 -0.1638 -2.5154
C2 3.6491 -1.5160 -2.8596
C3 2.3062 -1.6884 -2.6102
H2 1.8719 -0.7152 -3.0739
H3 2.0355 -2.6752 -3.1172
O1 2.2242 -2.1099 -1.1431
C4 1.6808 -0.9835 -0.5084
C5 1.5388 0.3260 -0.8165
C6 1.2083 1.2869 0.2842
C7 0.8048 0.6967 1.5451
C8 1.0525 -0.5903 1.7356
C9 1.6194 -1.2811 0.8654
H4 1.5129 -2.5203 1.1998
H5 0.9269 -0.7771 2.7909
C10 0.6593 1.6299 2.7597
O2 0.5816 1.3910 3.9020
C11 0.4225 3.1680 2.4585
H6 0.6152 3.6032 1.4448
C12 -1.1749 3.3954 2.5257
C13 -1.8947 2.7847 1.2588
O3 -2.8491 1.8133 1.5959
O4 -1.5192 2.9790 0.1762
C14 -2.0909 2.3580 -0.8827
H7 -2.0420 3.2323 -2.0452
C15 -1.6885 1.1529 -1.3110
O5 -0.8765 0.9430 -2.3469
N1 -2.1463 0.1530 -0.4379
C16 -1.5543 -1.2602 -0.3952
N2 -1.7684 -1.9025 0.6973
O6 -1.4810 -3.1595 0.2399
C17 -0.9254 -3.1060 -1.1043
C18 -1.1402 -1.9183 -1.4925
H8 -0.7480 -1.5187 -2.5225
C19 -0.3157 -4.4201 -1.5362
H9 -0.8110 -4.5810 -2.5565
H10 -0.8486 -5.1614 -1.1217
H11 0.7141 -4.5761 -1.1812
H12 -2.4891 0.4355 0.4343
H13 -3.2319 2.3172 -0.8025
H14 -1.2742 4.5781 2.5069
H15 -1.5449 2.9198 3.5258
H16 0.9022 3.7100 3.1883
H17 1.2268 2.2737 -0.0214
H18 1.6832 0.6215 -1.8319
H19 4.3088 -2.3132 -2.3876
H20 4.0068 -1.5714 -3.9021
H21 4.0156 0.6885 -2.7188
H22 4.1660 -0.2134 -1.3796

LUMO level = 0.10 eV
energy = -35312.3872 eV
2S+1 = 1
relative energy (zero: lowest compared OMol25 entry of this formula, charge and spin) = 1403.7 kJ/mol
total charge = 0
max |F| = 17.7 eV Å⁻¹



[6]
Formula: C19H22N2V
Source: the OMol25 dataset
Level of theory: wB97M-V/def2-TZVPD

Element x y z (Å)
C1 -5.2347 0.1766 0.1024
C2 -5.2526 1.4732 -0.7022
H1 -5.4058 -0.6856 -0.5471
H2 -6.0328 0.1916 0.8492
H3 -4.2934 0.0174 0.6270
H4 -4.4020 1.5560 -1.3801
H5 -6.1650 1.5272 -1.3008
H6 -5.2391 2.3473 -0.0464
C3 0.3524 -2.6820 -0.3061
C4 1.2317 -3.7573 -0.3443
C5 2.4350 -3.6548 -1.0547
C6 2.7505 -2.4466 -1.6725
H7 -0.6520 -2.7163 0.1201
H8 0.9662 -4.6701 0.1832
H9 3.1172 -4.4992 -1.1262
H10 3.6571 -2.2911 -2.2536
N1 0.7076 -1.4702 -0.8348
C7 1.9061 -1.3490 -1.5144
C8 2.2005 0.0048 -1.9076
N2 1.3240 0.9192 -1.3496
C9 1.4615 2.2505 -1.6317
C10 3.3295 1.7673 -3.0924
C11 2.3976 2.6783 -2.5678
H11 0.7737 2.9054 -1.0972
H12 2.3950 3.7279 -2.8673
C12 3.2560 0.4229 -2.7207
H13 3.9737 -0.3324 -3.0526
H14 4.0985 2.0979 -3.7889
V1 0.0039 0.2113 -0.1477
C13 -1.7953 1.0247 -0.4507
H15 -1.9877 1.0737 -1.5321
H16 -1.7508 2.0421 -0.0345
H17 -2.5669 0.4227 0.0400
C14 0.8414 0.2566 4.5652
C15 0.1442 -0.8215 4.0026
C16 0.0238 -0.9198 2.6050
C17 0.5943 0.0703 1.8089
C18 1.3865 1.0827 2.3422
C19 1.4938 1.1860 3.7414
H18 0.8625 0.3787 5.6505
H19 -0.3353 -1.5689 4.6423
H20 -0.5244 -1.7535 2.1643
H21 1.8953 1.7964 1.6918
H22 2.0582 2.0099 4.1880

expectation value of S² = 0.794
LUMO level (alpha / beta) = -8.52 / -8.44 eV
energy = -48710.3036 eV
2S+1 = 2
total charge = +2
max |F| = 2.9 eV Å⁻¹



[7]
Formula: C19H22N3O4Tc
Source: the OMol25 dataset
Level of theory: wB97M-V/def2-TZVPD

Element x y z (Å)
Tc1 -0.6522 0.0105 0.9992
O1 1.7929 3.5523 -4.9409
C1 0.7905 2.7058 -5.2078
O2 0.4027 2.5254 -6.3250
C2 0.1860 1.9915 -4.0379
C3 0.1468 2.5422 -2.7570
C4 -0.4553 1.8484 -1.7302
C5 -1.0188 0.5835 -1.9529
C6 -0.9899 0.0422 -3.2446
C7 -0.3979 0.7462 -4.2694
N1 -1.5235 -0.1169 -0.8686
C8 -2.4911 -1.0073 -0.9959
C9 -2.8562 -1.7050 0.1722
C10 -3.7246 -2.8105 0.1759
C11 -4.0244 -3.4322 1.3620
C12 -3.4912 -2.9001 2.5455
C13 -2.6416 -1.8198 2.4739
N2 -2.2708 -1.2334 1.3255
H1 2.0721 3.5576 -4.0164
H2 0.5523 3.5257 -2.5605
H3 -0.5232 2.2811 -0.7360
H4 -1.3992 -0.9383 -3.4330
H5 -0.3609 0.3375 -5.2680
H6 -3.0203 -1.1563 -1.9274
H7 -4.1167 -3.1667 -0.7626
H8 -4.6592 -4.3030 1.3907
H9 -3.7434 -3.3255 3.5040
H10 -2.2417 -1.3926 3.3828
C14 0.6237 -0.5349 5.1514
O3 0.3605 -0.8855 3.7732
C15 -0.3048 -0.0320 3.0536
O4 -0.7906 1.0177 3.4328
H11 1.3856 -1.2258 5.4985
H12 -0.2890 -0.6352 5.7373
H13 0.9767 0.4954 5.2023
C16 3.0611 -0.1896 1.7528
C17 2.3819 0.3828 0.4928
C18 2.9163 1.7865 0.1627
C19 2.5992 -0.5675 -0.7077
N3 1.0130 0.4255 0.7241
H14 4.1200 -0.3381 1.5703
H15 2.5967 -1.1387 2.0123
H16 2.9390 0.5011 2.5828
H17 3.9692 1.7332 -0.0884
H18 2.7909 2.4479 1.0145
H19 2.3680 2.1968 -0.6800
H20 3.6580 -0.6520 -0.9283
H21 2.0856 -0.1792 -1.5815
H22 2.1979 -1.5504 -0.4729

expectation value of S² = 0.823
LUMO level (alpha / beta) = -5.17 / -5.23 eV
energy = -34911.4149 eV
2S+1 = 2
total charge = +1
max |F| = 5.2 eV Å⁻¹



[8]
Formula: C19H22N4O2
Source: the OMol25 dataset
Level of theory: wB97M-V/def2-TZVPD

Element x y z (Å)
C1 -2.5143 -3.9761 0.4829
C2 -1.2892 -3.2017 0.1041
C3 -0.0361 -3.5765 0.5774
C4 1.1006 -2.8787 0.2151
C5 1.0112 -1.7750 -0.6248
C6 2.2300 -0.9932 -1.0237
N1 3.0315 -0.5186 0.1094
C7 2.2809 -0.0362 1.2483
C8 1.3524 1.1362 0.8835
N2 1.9849 1.9592 -0.1246
N3 1.3986 2.4492 -1.1943
C9 0.1426 2.5521 -1.4048
C10 -1.0101 2.3335 -0.5194
C11 -1.0720 2.9447 0.7389
C12 -2.1714 2.7795 1.5625
C13 -3.2352 1.9953 1.1572
C14 -3.1861 1.4036 -0.1004
N4 -4.2771 0.5690 -0.5249
O1 -4.1113 -0.1180 -1.5130
O2 -5.2957 0.5869 0.1341
C15 -2.1035 1.5854 -0.9473
C16 3.4292 1.9363 -0.1557
C17 3.9899 0.4953 -0.2962
C18 -0.2375 -1.4067 -1.1055
C19 -1.3739 -2.1105 -0.7499
H1 -2.4511 -4.3262 1.5112
H2 -2.6159 -4.8489 -0.1629
H3 -3.4081 -3.3679 0.3681
H4 0.0483 -4.4300 1.2355
H5 2.0690 -3.1822 0.5851
H6 2.8939 -1.6417 -1.6101
H7 1.9158 -0.1658 -1.6768
H8 1.6815 -0.8487 1.6617
H9 3.0093 0.2685 2.0043
H10 1.0992 1.7208 1.7788
H11 0.4258 0.7327 0.4661
H12 -0.0972 2.8898 -2.4060
H13 -0.2526 3.5737 1.0548
H14 -2.1983 3.2636 2.5268
H15 -4.0959 1.8337 1.7866
H16 -2.1154 1.1275 -1.9250
H17 3.7945 2.3857 0.7749
H18 3.7454 2.5597 -0.9913
H19 4.2893 0.2994 -1.3260
H20 4.8776 0.3951 0.3380
H21 -0.3199 -0.5640 -1.7777
H22 -2.3336 -1.8096 -1.1449

LUMO level = -0.54 eV
energy = -30111.3355 eV
2S+1 = 1
relative energy (zero: lowest compared OMol25 entry of this formula, charge and spin) = 555.8 kJ/mol
total charge = 0
max |F| = 1.4 eV Å⁻¹
SMILES = Cc1ccc(CN2CCN(/N=C\c3cccc([N+](=O)[O-])c3)CC2)cc1